1.
ORCA calculation (ωB97M-V/def2-TZVPD) on 2 unconnected molecules or ions with the total composition CNO3S2 at a distorted geometry.

Calculated values
Net charge   -1
E_LUMO (spin up / spin down)   0.770 / 0.772 eV
Kohn-Sham gap (spin up / spin down)   5.02 / 5.02 eV
ΔE to the lowest compared entry with this formula, charge and spin   2.005 eV

Bonds (Å) are listed after each position.
Atoms and positions in Å:
1 C 1.275 0.034 -0.355  N2 1.166, O5 1.167
2 N 1.094 0.737 0.557  C1 1.166
3 O -2.767 -1.458 1.062  S7 1.474
4 O -2.359 0.456 -0.476  S7 1.417
5 O 1.470 -0.757 -1.190  C1 1.167
6 S -2.465 1.130 2.316  S7 1.965
7 S -2.217 -0.113 0.815  O3 1.474, O4 1.417, S6 1.965

=====

2.
ORCA calculation (ωB97M-V/def2-TZVPD) on 2 unconnected molecules or ions with the total composition CNO4 at a distorted geometry.

Calculated values
Net charge   -1
E_LUMO   4.478 eV
Kohn-Sham gap   9.09 eV
ΔE to the lowest compared entry with this formula, charge and spin   2.290 eV

Bonds (Å) are listed after each position.
Atoms and positions in Å:
1 C 1.008 -0.454 -1.421  O4 1.152
2 N -0.792 0.127 0.664  O3 1.224, O5 1.240, O6 1.251
3 O -1.389 0.619 -0.285  N2 1.224
4 O 2.090 -0.136 -1.182  C1 1.152
5 O 0.390 -0.161 0.426  N2 1.240
6 O -1.307 0.006 1.798  N2 1.251

=====

3.
ORCA calculation (ωB97M-V/def2-TZVPD) on 2 unconnected molecules or ions with the total composition CNO7S at a distorted geometry.

Calculated values
Net charge   -1
E_LUMO   3.704 eV
Kohn-Sham gap   10.02 eV
ΔE to the lowest compared entry with this formula, charge and spin   0.632 eV

Bonds (Å) are listed after each position.
Atoms and positions in Å:
1 C -2.400 0.211 -0.419  O3 1.166, O9 1.145
2 N 2.112 -0.393 0.024  O4 1.216, O6 1.221, S10 1.939
3 O -2.999 -0.152 -1.352  C1 1.166
4 O 2.520 -0.373 -1.122  N2 1.216
5 O -0.454 -0.042 -0.999  S10 1.479
6 O 2.761 -0.462 1.055  N2 1.221
7 O 0.452 1.493 0.588  S10 1.465
8 O -0.074 -0.950 1.293  S10 1.463
9 O -2.167 0.596 0.634  C1 1.145
10 S 0.249 0.071 0.297  N2 1.939, O5 1.479, O7 1.465, O8 1.463

=====

4.
ORCA calculation (ωB97M-V/def2-TZVPD) on 2 unconnected molecules or ions with the total composition CNPS at a distorted geometry.

Calculated values
Net charge   0
E_LUMO (spin up / spin down)   -3.075 / -3.076 eV
Kohn-Sham gap (spin up / spin down)   7.16 / 7.16 eV
ΔE to the lowest compared entry with this formula, charge and spin   1.754 eV

Bonds (Å) are listed after each position.
Atoms and positions in Å:
1 C -0.296 0.450 1.219  N2 1.142
2 N -0.422 0.231 2.333  C1 1.142
3 P -0.132 0.407 -1.458  S4 1.899
4 S 0.850 -1.089 -2.095  P3 1.899

=====

5.
ORCA calculation (ωB97M-V/def2-TZVPD) on 2 unconnected molecules or ions with the total composition CO4P at a distorted geometry.

Calculated values
Net charge   -1
E_LUMO   4.284 eV
Kohn-Sham gap   8.90 eV
ΔE to the lowest compared entry with this formula, charge and spin   0.246 eV

Bonds (Å) are listed after each position.
Atoms and positions in Å:
1 C 0.682 0.588 -0.231  O2 1.150, O3 1.162
2 O 0.135 1.519 0.166  C1 1.150
3 O 1.336 -0.039 -0.957  C1 1.162
4 O 0.153 -0.789 1.082  P6 1.524
5 O -1.785 -0.876 -0.483  P6 1.484
6 P -1.249 -1.327 0.824  O4 1.524, O5 1.484

=====

6.
ORCA calculation (ωB97M-V/def2-TZVPD) on 2 unconnected molecules or ions with the total composition CO4S at a distorted geometry.

Calculated values
Net charge   0
E_LUMO   -1.239 eV
Kohn-Sham gap   10.93 eV
ΔE to the lowest compared entry with this formula, charge and spin   0.164 eV

Bonds (Å) are listed after each position.
Atoms and positions in Å:
1 C 0.233 1.821 -0.892  O2 1.176, O4 1.132
2 O 0.383 1.050 -1.768  C1 1.176
3 O 0.866 -1.424 1.381  S6 1.434
4 O 0.012 2.387 0.062  C1 1.132
5 O -1.064 -2.536 0.435  S6 1.433
6 S -0.431 -1.299 0.783  O3 1.434, O5 1.433